One molecule with the formula C8H21NSi in a non-equilibrium geometry. Source: the OMol25 dataset; level of theory: ωB97M-V/def2-TZVPD.

```
31
Properties=species:S:1:pos:R:3:forces:R:3:lowdin_charge:R:1
C -2.83108 0.94327 0.86205 2.52 -1.24 0.96 -0.13
C -1.93940 0.12886 -0.07180 -0.60 -1.43 -1.43 -0.50
C -2.46274 -1.32830 -0.28493 1.71 0.32 0.10 -0.12
Si -0.17741 0.19880 0.54431 0.68 -1.78 -0.40 0.62
C 0.75363 -1.49221 0.25941 1.42 -0.21 1.71 -0.47
C 2.02345 -1.66121 1.14946 -0.07 -0.48 3.49 -0.19
C 1.39794 -1.67951 -1.10362 -1.89 -2.73 -2.51 -0.17
N 0.58818 1.50221 -0.23665 0.36 0.48 0.60 -0.32
C 0.44097 1.84206 -1.61418 -2.37 1.92 0.05 -0.15
C 1.74295 2.12787 0.42794 -2.74 2.64 -1.43 -0.11
H -2.59472 0.45919 1.86186 -1.28 0.41 -0.78 0.08
H -2.20499 1.82871 0.96464 -1.27 1.13 -0.03 0.06
H -3.87646 0.94881 0.56617 0.07 0.58 0.27 0.08
H -1.80528 0.53022 -1.08455 -0.57 0.50 0.16 0.07
H -2.55827 -1.66064 0.73844 0.78 -1.16 0.41 0.06
H -1.68575 -1.87544 -0.95723 -1.78 0.38 1.40 0.10
H -3.50385 -1.47427 -0.55430 -0.08 0.54 -1.09 0.06
H -0.11057 0.33256 2.01024 -0.05 0.30 0.25 0.03
H 0.06686 -2.24734 0.74129 0.37 0.22 -1.46 0.11
H 2.71642 -0.81601 1.19351 0.25 -0.12 -0.97 0.05
H 1.76053 -1.63409 2.26485 -0.13 -0.31 -1.18 0.07
H 2.59522 -2.66328 1.07517 -0.92 1.63 -0.48 0.10
H 2.22388 -1.01163 -1.23621 0.44 0.48 0.02 0.05
H 0.66651 -1.49685 -1.93513 0.57 0.10 0.42 0.07
H 1.78978 -2.77112 -1.38922 -0.70 2.13 1.12 0.12
H -0.41999 1.36408 -2.10931 0.79 -0.62 0.15 0.07
H 0.06653 2.92748 -1.76873 1.28 -1.05 0.32 0.11
H 1.38422 1.63074 -2.03482 0.86 0.09 -1.53 0.06
H 1.46615 3.19730 0.70330 0.12 -1.17 0.45 0.10
H 1.91676 1.49918 1.22161 1.24 -0.74 2.19 0.02
H 2.57055 2.35055 -0.20359 0.99 -0.81 -0.78 0.07
```
Positions in Å, forces in eV/Å.

## Properties
Kohn-Sham gap ... 9.19 eV
Structure (SMILES) ... CC(C)[SiH](C(C)C)N(C)C
LUMO level ... 0.90 eV
Energy relative to the best compared isomer or geometry (same formula, charge and spin) ... 223.0 kJ/mol
Total energy ... -18002.652 eV
HOMO energy ... -8.291 eV

C24H43AsBN6OS3V as an isolated structure. Source: the OMol25 dataset; level of theory: ωB97M-V/def2-TZVPD.

```
80
Properties=species:S:1:pos:R:3:forces:R:3:lowdin_charge:R:1
V -0.66141 -0.52861 -0.54552 -0.10 0.05 0.09 0.27
C 4.11031 -0.87576 -3.16800 0.00 0.00 -0.03 -0.02
C 3.42795 0.48064 -3.32359 0.00 0.01 0.00 -0.53
C 2.13448 0.40906 -4.13254 0.00 -0.02 -0.01 -0.03
C 4.39176 1.44219 -4.01088 0.00 0.00 -0.03 -0.03
N 3.10641 1.03051 -1.94277 -0.07 0.01 0.06 0.04
C 3.61812 2.20740 -1.44898 0.05 -0.01 -0.03 0.02
C 3.15034 2.36073 -0.19035 -0.06 0.04 0.03 0.01
N 2.33712 1.29013 0.10059 0.06 0.00 -0.08 0.04
B 1.73380 1.18185 1.53684 0.01 0.00 0.01 -0.53
N 0.34803 1.87344 1.72656 -0.14 0.02 0.04 0.04
C 0.01135 2.34035 2.97542 0.07 -0.02 -0.02 0.01
C -1.21849 2.89774 2.89847 -0.09 0.01 -0.02 0.02
N -1.65204 2.77342 1.59808 0.06 -0.03 0.02 0.04
C -0.68722 2.13701 0.91063 0.08 -0.03 -0.02 -0.60
S -0.68072 1.71547 -0.78535 0.01 -0.11 -0.09 0.80
C -2.97655 3.29859 1.08183 -0.01 0.00 0.00 -0.53
C -3.82156 2.11119 0.62194 0.00 0.01 0.00 -0.03
C -2.70707 4.29728 -0.04056 -0.02 -0.01 -0.01 -0.02
C -3.69585 4.00975 2.22291 -0.03 0.00 -0.01 -0.03
N 1.76002 -0.27900 2.08556 0.03 -0.08 0.05 0.05
C 2.92941 -0.72405 2.66527 -0.01 0.04 -0.03 0.01
C 2.70697 -1.95889 3.15536 0.02 -0.04 0.03 0.00
N 1.39587 -2.29185 2.89344 -0.01 0.06 0.00 0.04
C 0.84834 -1.25833 2.22739 0.01 0.00 -0.02 -0.57
S -0.78529 -1.19123 1.60226 -0.01 0.00 -0.19 0.81
C 0.86397 -3.63624 3.39191 0.00 0.00 -0.02 -0.52
C -0.63041 -3.80124 3.16636 0.00 0.00 0.00 -0.08
C 1.14391 -3.69307 4.89331 0.00 -0.04 0.01 -0.01
C 1.62896 -4.71640 2.63232 0.00 -0.02 0.02 -0.01
C 2.32063 0.50052 -0.98735 -0.02 -0.01 -0.02 -0.59
S 1.42328 -1.00107 -1.13985 -0.17 0.00 0.07 0.82
H 4.39506 -1.23341 -4.15707 0.01 0.00 0.00 0.11
H 5.01879 -0.78587 -2.57222 0.00 0.00 0.01 0.11
H 3.46824 -1.63375 -2.72360 -0.03 0.01 0.02 0.05
H 2.38005 0.15222 -5.16222 0.01 -0.01 0.00 0.11
H 1.45350 -0.35285 -3.75569 0.00 0.01 0.00 0.04
H 1.63135 1.37749 -4.14072 0.00 0.00 0.00 0.10
H 4.62596 1.02736 -4.98955 0.01 0.00 0.00 0.11
H 3.95318 2.42724 -4.17355 0.00 0.00 0.01 0.10
H 5.33253 1.53944 -3.46911 0.00 0.00 -0.01 0.10
H 4.28610 2.82690 -2.01631 -0.01 0.01 0.04 0.14
H 3.34383 3.13275 0.53319 0.01 0.01 -0.01 0.15
H 2.48300 1.79317 2.23378 0.02 0.02 0.02 0.13
H 0.68915 2.26734 3.80805 -0.01 0.01 0.01 0.15
H -1.80166 3.38937 3.65359 0.03 -0.01 0.02 0.14
H -3.37643 1.60501 -0.23524 0.01 -0.01 0.00 0.03
H -3.95838 1.39566 1.43470 0.00 0.00 0.00 0.10
H -4.80495 2.47628 0.32652 0.00 0.00 0.00 0.11
H -2.25577 3.83599 -0.91764 0.00 0.01 0.01 0.04
H -3.65452 4.73664 -0.35104 0.00 0.01 0.00 0.11
H -2.06230 5.10513 0.30544 0.00 0.00 0.01 0.11
H -3.92969 3.33890 3.05010 0.01 0.00 0.00 0.10
H -3.13444 4.86879 2.59005 0.01 0.00 0.00 0.10
H -4.64113 4.38535 1.83493 0.00 0.00 0.00 0.11
H 3.81014 -0.10747 2.70108 0.01 -0.02 0.00 0.15
H 3.36617 -2.62179 3.68394 0.02 0.02 0.00 0.14
H -1.21462 -3.02192 3.65612 0.00 0.00 0.00 0.08
H -0.89276 -3.86071 2.11212 0.00 0.00 0.00 0.06
H -0.91342 -4.74847 3.62402 0.00 0.00 0.00 0.11
H 0.64494 -2.87915 5.41983 0.00 0.01 0.00 0.10
H 0.75331 -4.63388 5.27874 0.00 0.00 0.00 0.11
H 2.20602 -3.66949 5.13015 -0.01 0.01 0.00 0.09
H 1.44534 -4.64792 1.55906 0.00 0.01 0.00 0.09
H 2.70252 -4.66402 2.80962 0.00 0.00 0.00 0.09
H 1.28947 -5.69379 2.97311 0.00 0.00 0.00 0.11
C -2.55799 -2.76234 -3.88991 -0.05 0.02 -0.05 -0.16
As -3.20457 -1.35230 -2.78679 0.14 -0.02 0.22 1.15
C -4.81082 -1.79503 -1.86640 -0.05 0.00 -0.09 -0.15
C -3.29360 0.32541 -3.68432 -0.03 -0.03 -0.03 -0.16
O -2.01726 -1.14421 -1.51491 0.16 0.10 -0.02 -0.60
H -3.25297 -2.89199 -4.72120 0.00 -0.01 0.01 0.07
H -2.50921 -3.68098 -3.30821 -0.01 0.01 0.02 0.07
H -1.57486 -2.50184 -4.27754 0.00 0.03 0.02 0.06
H -5.61833 -1.87566 -2.59577 0.01 -0.01 0.00 0.07
H -5.04356 -1.00763 -1.15190 0.03 0.02 -0.01 0.06
H -4.68336 -2.74822 -1.35666 0.03 0.00 0.00 0.07
H -4.01873 0.24764 -4.49559 0.00 0.00 0.01 0.07
H -2.31493 0.56709 -4.09559 0.01 -0.02 0.00 0.06
H -3.61281 1.09195 -2.98014 0.00 -0.01 0.01 0.05
```
Positions in Å, forces in eV/Å.

## Properties
Kohn-Sham gap (spin up / spin down) ... 6.37 / 7.35 eV
Expectation value of S² ... 0.784
LUMO level (spin up / spin down) ... -10.24 / -9.44 eV
Total charge ... +3
Total energy ... -156263.806 eV
HOMO energy (spin up / spin down) ... -16.604 / -16.791 eV
2S+1 ... 2